Entry 1:
One molecule with the formula C4H8O2, computed with wB97M-V/def2-TZVPD.

- multiplicity = 1
- ΔE to the lowest compared entry with this formula, charge and spin (eV) = 4.929
- orbital gap (eV) = 8.3847
- total charge = 0
- E_tot (eV) = -8368.35288
- HOMO energy (eV) = -8.3

Each line ends with the natural charge from an NBO analysis.
Element x y z (Å)
C1 -0.362 -0.421 1.799  -0.628
C2 -0.210 0.043 0.372  0.079
O1 0.662 1.195 0.283  -0.550
C3 1.451 1.177 -0.785  0.129
C4 0.251 -1.116 -0.502  -0.101
O2 0.339 -0.864 -1.887  -0.713
H1 0.590 -0.840 2.139  0.215
H2 -1.128 -1.203 1.833  0.219
H3 -0.652 0.391 2.467  0.228
H4 -1.145 0.465 -0.020  0.188
H5 1.043 2.007 -1.396  0.067
H6 -0.514 -1.884 -0.378  0.191
H7 1.200 -1.483 -0.094  0.183
H8 1.234 -0.529 -2.066  0.492

***

Entry 2:
One molecule with the formula C4H8O2, computed with wB97M-V/def2-TZVPD.

- multiplicity = 1
- ΔE to the lowest compared entry with this formula, charge and spin (eV) = 2.734
- orbital gap (eV) = 10.4869
- total charge = 0
- E_tot (eV) = -8370.54725
- HOMO energy (eV) = -9.6

Each line ends with the natural charge from an NBO analysis.
Element x y z (Å)
O1 -0.768 -1.450 -1.484  -0.721
C1 -0.185 -1.179 -0.222  0.081
C2 1.016 -0.208 0.016  -0.470
C3 0.091 0.779 0.747  0.085
O2 0.173 2.118 0.320  -0.709
C4 -1.143 0.015 0.296  -0.422
H1 -0.337 -0.930 -2.154  0.464
H2 0.177 -2.201 0.083  0.202
H3 1.445 0.159 -0.918  0.209
H4 1.834 -0.561 0.664  0.214
H5 0.155 0.679 1.835  0.156
H6 1.097 2.381 0.429  0.468
H7 -1.570 0.568 -0.577  0.228
H8 -1.985 -0.172 0.964  0.215

***

Entry 3:
One molecule with the formula C4H8O2, computed with wB97M-V/def2-TZVPD.

- multiplicity = 1
- ΔE to the lowest compared entry with this formula, charge and spin (eV) = 2.035
- orbital gap (eV) = 10.6488
- total charge = 0
- E_tot (eV) = -8371.24655
- HOMO energy (eV) = -9.6

Each line ends with the natural charge from an NBO analysis.
Element x y z (Å)
C1 1.200 0.074 1.484  -0.619
C2 0.195 -0.067 0.367  0.066
C3 -1.052 0.722 0.018  -0.102
O1 -1.512 -0.238 -0.980  -0.540
C4 -0.334 -0.506 -1.740  0.218
O2 0.782 -0.218 -0.915  -0.533
H1 0.658 0.137 2.435  0.216
H2 1.750 -0.875 1.495  0.225
H3 1.920 0.890 1.416  0.215
H4 -0.350 -0.986 0.610  0.164
H5 -1.702 0.821 0.898  0.198
H6 -0.972 1.686 -0.496  0.182
H7 -0.278 -1.560 -2.056  0.161
H8 -0.303 0.144 -2.624  0.150

***

Entry 4:
One molecule with the formula C4H8O2, computed with wB97M-V/def2-TZVPD.

- multiplicity = 1
- ΔE to the lowest compared entry with this formula, charge and spin (eV) = 2.184
- orbital gap (eV) = 10.3368
- total charge = 0
- E_tot (eV) = -8371.09757
- HOMO energy (eV) = -9.5

Each line ends with the natural charge from an NBO analysis.
Element x y z (Å)
C1 -0.899 0.201 -1.111  -0.612
C2 -0.105 0.496 0.143  0.200
O1 0.271 1.835 0.325  -0.702
C3 -0.096 -0.419 1.330  -0.461
C4 1.026 -0.512 0.341  0.069
O2 1.076 -1.596 -0.526  -0.697
H1 -1.709 -0.519 -0.978  0.223
H2 -0.231 -0.274 -1.867  0.165
H3 -1.252 1.123 -1.566  0.238
H4 -0.190 2.204 1.086  0.474
H5 0.142 0.014 2.298  0.223
H6 -0.817 -1.228 1.353  0.229
H7 1.984 -0.056 0.585  0.187
H8 0.799 -1.269 -1.411  0.464

***

Entry 5:
One molecule with the formula C4H8O2, computed with wB97M-V/def2-TZVPD.

- multiplicity = 1
- ΔE to the lowest compared entry with this formula, charge and spin (eV) = 1.859
- orbital gap (eV) = 10.7559
- total charge = 0
- E_tot (eV) = -8371.42318
- HOMO energy (eV) = -9.9

Each line ends with the natural charge from an NBO analysis.
Element x y z (Å)
C1 0.023 -1.647 -0.001  -0.652
C2 -0.718 -0.360 0.296  0.075
O1 -0.256 0.290 1.497  -0.531
C3 0.329 1.369 0.756  -0.091
C4 -0.296 0.866 -0.554  0.058
O2 0.515 0.679 -1.676  -0.694
H1 1.087 -1.546 0.242  0.208
H2 -0.368 -2.479 0.591  0.227
H3 -0.074 -1.911 -1.062  0.223
H4 -1.800 -0.535 0.342  0.178
H5 1.429 1.331 0.756  0.166
H6 0.007 2.350 1.124  0.183
H7 -1.145 1.464 -0.892  0.185
H8 1.270 0.130 -1.419  0.466

***

Entry 6:
A 2-piece molecular cluster, C4H8O2 overall, computed with wB97M-V/def2-TZVPD.

- multiplicity = 1
- ΔE to the lowest compared entry with this formula, charge and spin (eV) = 2.107
- orbital gap (eV) = 9.9085
- total charge = 0
- E_tot (eV) = -8371.17458
- HOMO energy (eV) = -9.3

Each line ends with the natural charge from an NBO analysis.
Element x y z (Å)
C1 2.007 -0.428 -0.280  -0.516
C2 1.795 -1.483 0.486  0.136
O1 1.138 -1.387 1.678  -0.683
H1 2.467 -0.564 -1.249  0.213
H2 1.853 0.577 0.080  0.204
H3 2.101 -2.463 0.155  0.167
H4 1.226 -2.218 2.157  0.481
C3 -2.190 1.004 0.031  -0.730
C4 -1.297 1.285 -1.138  0.444
O2 -1.653 1.755 -2.182  -0.516
H5 -2.027 1.775 0.790  0.238
H6 -1.925 0.056 0.501  0.230
H7 -3.265 0.936 -0.151  0.229
H8 -0.232 1.154 -0.877  0.104

***

Entry 7:
One molecule with the formula C4H8O2, computed with wB97M-V/def2-TZVPD.

- multiplicity = 1
- ΔE to the lowest compared entry with this formula, charge and spin (eV) = 0.907
- orbital gap (eV) = 11.6739
- total charge = 0
- E_tot (eV) = -8372.37511
- HOMO energy (eV) = -10.7

Each line ends with the natural charge from an NBO analysis.
Element x y z (Å)
C1 1.303 0.278 -0.364  -0.635
C2 0.492 0.713 0.868  -0.424
C3 -0.963 0.240 0.805  -0.084
O1 -0.979 -1.100 0.275  -0.512
C4 -0.969 -1.221 -1.055  0.655
O2 -1.256 -0.374 -1.862  -0.597
H1 2.100 0.979 -0.602  0.218
H2 1.754 -0.709 -0.208  0.207
H3 0.677 0.245 -1.257  0.230
H4 0.494 1.804 0.956  0.212
H5 0.959 0.321 1.779  0.204
H6 -1.417 0.163 1.797  0.198
H7 -1.581 0.891 0.180  0.202
H8 -0.616 -2.230 -1.311  0.126

***

Entry 8:
One molecule with the formula C4H8O2, computed with wB97M-V/def2-TZVPD.

- multiplicity = 1
- ΔE to the lowest compared entry with this formula, charge and spin (eV) = 0.758
- orbital gap (eV) = 10.7878
- total charge = 0
- E_tot (eV) = -8372.52342
- HOMO energy (eV) = -9.9

Each line ends with the natural charge from an NBO analysis.
Element x y z (Å)
C1 2.104 -0.090 -0.207  -0.719
C2 0.692 0.430 -0.102  0.613
O1 0.467 1.606 0.126  -0.570
C3 -0.436 -0.569 -0.284  -0.546
C4 -1.699 -0.168 0.483  -0.052
O2 -2.248 1.035 0.011  -0.724
H1 2.306 -0.756 0.641  0.236
H2 2.233 -0.683 -1.119  0.232
H3 2.812 0.741 -0.192  0.238
H4 -0.669 -0.606 -1.357  0.243
H5 -0.099 -1.573 0.003  0.220
H6 -1.464 -0.114 1.559  0.157
H7 -2.464 -0.941 0.355  0.182
H8 -1.534 1.687 0.083  0.490

***

Entry 9:
One molecule with the formula C4H8O2, computed with wB97M-V/def2-TZVPD.

- multiplicity = 1
- ΔE to the lowest compared entry with this formula, charge and spin (eV) = 0.704
- orbital gap (eV) = 11.0670
- total charge = 0
- E_tot (eV) = -8372.57798
- HOMO energy (eV) = -10.2

Each line ends with the natural charge from an NBO analysis.
Element x y z (Å)
C1 1.742 0.436 0.315  -0.726
C2 0.729 -0.332 -0.498  0.589
O1 0.956 -0.704 -1.633  -0.562
C3 -0.627 -0.642 0.125  -0.006
C4 -1.406 0.676 0.282  -0.628
O2 -1.319 -1.548 -0.686  -0.713
H1 2.279 1.138 -0.328  0.245
H2 2.469 -0.281 0.716  0.249
H3 1.284 0.967 1.154  0.223
H4 -0.465 -1.090 1.118  0.181
H5 -1.178 1.182 1.225  0.209
H6 -2.471 0.441 0.260  0.238
H7 -1.197 1.368 -0.543  0.210
H8 -0.798 -1.610 -1.506  0.490

***

Entry 10:
One molecule with the formula C4H8O2, computed with wB97M-V/def2-TZVPD.

- multiplicity = 1
- ΔE to the lowest compared entry with this formula, charge and spin (eV) = 2.199
- orbital gap (eV) = 10.7433
- total charge = 0
- E_tot (eV) = -8371.08282
- HOMO energy (eV) = -9.7

Each line ends with the natural charge from an NBO analysis.
Element x y z (Å)
C1 -1.203 -1.059 0.026  -0.619
C2 -0.844 0.202 -0.749  -0.425
C3 0.345 0.990 -0.290  0.032
O1 0.684 1.305 1.073  -0.517
C4 1.572 0.484 0.308  0.332
O2 1.675 -0.724 0.957  -0.699
H1 -2.126 -1.485 -0.377  0.215
H2 -1.380 -0.820 1.080  0.205
H3 -0.420 -1.820 -0.034  0.223
H4 -1.695 0.888 -0.779  0.210
H5 -0.593 -0.042 -1.793  0.217
H6 0.510 1.899 -0.859  0.178
H7 2.532 0.780 -0.148  0.164
H8 0.942 -0.596 1.586  0.485